Molecular formula: C4H12O
Method: DFT, ωB97M-V/def2-TZVPD

```
! RIJCOSX wB97M-V def2-TZVPD def2/J DEFGRID3
* xyz 0 1
C 1.99 -0.24 0.21
C 0.92 -1.48 0.11
O 0.38 -1.47 -1.10
H 2.01 0.06 1.19
H 1.73 0.47 -0.53
H 2.97 -0.47 -0.12
H 1.39 -2.38 0.34
H 0.18 -1.21 0.86
H -0.12 -0.64 -1.33
C -1.03 1.75 -0.07
C -2.13 1.20 0.74
H -0.23 0.99 -0.15
H -1.46 1.91 -1.08
H -0.57 2.70 0.38
H -2.68 0.24 0.43
H -1.73 0.94 1.75
H -3.04 1.79 1.06
*
```

As for the total energy: -234.77403 hartree. The orbital gap comes out at 10.757 eV. The calculation puts the relative energy (zero: lowest compared OMol25 entry of this formula, charge and spin) at 1.5943 eV. The LUMO energy comes out at 0.9772 eV. As for the SMILES: CCO.CC.